{
  "formula": "C28H29N7OPtS2Se",
  "method": "the ωB97M-V functional and the def2-TZVPD basis",
  "multiplicity": 3,
  "homo_ev": [-12.36, -13.03],
  "total_charge": 2,
  "molar_mass_da": 817.8,
  "de_lowest_kcal_mol": 10.74,
  "symbols": ["Pt", "S", "C", "N", "C", "C", "C", "C", "H", "H", "H", "H", "H", "C", "N", "N", "C", "O", "C", "C", "C", "C", "C", "C", "C", "C", "C", "H", "H", "H", "H", "H", "H", "H", "H", "H", "H", "H", "H", "Se", "N", "C", "C", "C", "C", "C", "C", "N", "H", "H", "H", "H", "C", "C", "C", "C", "N", "C", "S", "N", "C", "H", "H", "H", "H", "H", "H", "H", "H"],
  "coordinates": [[-0.168, -0.327, 0.358], [-0.850, -1.372, -1.838], [-2.272, -0.578, -2.317], [-3.093, -0.014, -1.404], [-4.241, 0.602, -1.733], [-4.653, 0.653, -3.036], [-3.841, 0.070, -4.023], [-2.662, -0.534, -3.669], [-2.768, 0.006, -0.434], [-4.803, 1.044, -0.925], [-5.576, 1.137, -3.301], [-4.142, 0.106, -5.059], [-2.014, -0.980, -4.406], [1.184, 5.647, 0.744], [0.378, 4.714, 0.004], [0.186, 3.404, 0.373], [-0.815, 2.860, -0.419], [-1.196, 1.669, -0.368], [-1.276, 3.914, -1.236], [-0.540, 5.036, -0.931], [-0.668, 6.403, -1.482], [1.099, 2.593, 1.070], [2.470, 2.695, 0.864], [3.326, 1.785, 1.463], [2.825, 0.754, 2.241], [1.459, 0.664, 2.483], [0.582, 1.590, 1.907], [1.699, 5.143, 1.558], [0.555, 6.439, 1.157], [1.931, 6.099, 0.089], [-2.077, 3.837, -1.940], [-1.354, 6.403, -2.325], [0.293, 6.782, -1.820], [-1.043, 7.096, -0.727], [2.870, 3.478, 0.237], [4.392, 1.877, 1.313], [3.502, 0.036, 2.679], [1.079, -0.072, 3.181], [-0.455, 1.645, 2.222], [2.013, 1.067, -2.060], [1.795, -0.058, -0.700], [2.759, -0.981, -0.739], [2.945, -2.020, 0.188], [4.007, -2.862, 0.013], [4.896, -2.712, -1.075], [4.752, -1.710, -1.991], [3.680, -0.807, -1.834], [3.417, 0.231, -2.619], [2.252, -2.117, 1.013], [4.189, -3.656, 0.720], [5.708, -3.414, -1.175], [5.424, -1.585, -2.823], [-3.370, -5.343, 3.322], [-2.434, -4.491, 2.557], [-1.335, -4.953, 1.868], [-0.518, -4.044, 1.161], [-0.768, -2.742, 1.193], [-1.852, -2.300, 1.838], [-2.199, -0.657, 1.821], [-2.678, -3.162, 2.496], [0.638, -4.525, 0.373], [-2.868, -6.232, 3.696], [-4.174, -5.681, 2.665], [-3.828, -4.806, 4.150], [-1.093, -6.001, 1.870], [-3.492, -2.766, 2.957], [0.370, -5.423, -0.180], [1.448, -4.802, 1.049], [0.990, -3.754, -0.307]],
  "mulliken_charge": [2.227, -0.409, 0.852, 0.190, -0.280, -0.744, -0.206, -0.868, -0.238, 0.453, 0.456, 0.437, 0.466, -1.135, -0.182, 0.528, 0.395, -0.574, -1.349, 0.632, -1.539, -0.184, 0.168, -0.855, -0.574, -0.451, -0.855, 0.481, 0.370, 0.364, 0.504, 0.381, 0.356, 0.334, 0.565, 0.467, 0.479, 0.493, 0.855, 0.336, -0.746, 0.990, -0.490, -0.923, -0.679, -0.735, 0.578, -0.767, 0.758, 0.475, 0.431, 0.510, -1.435, 0.717, -1.174, 1.021, 0.118, -0.024, -0.679, 0.064, -1.321, 0.395, 0.316, 0.414, 0.513, 0.310, 0.507, 0.316, 0.196]
}

{
  "formula": "C4H3NS",
  "method": "the ωB97M-V functional and the def2-TZVPD basis",
  "multiplicity": 3,
  "homo_ev": [-5.45, -8.85],
  "molar_mass_da": 97.1,
  "de_lowest_kcal_mol": 56.49,
  "symbols": ["C", "C", "C", "C", "N", "S", "H", "H", "H"],
  "coordinates": [[-0.949, -1.459, 0.158], [3.028, -0.611, 0.560], [2.241, -1.494, 0.747], [-1.551, -0.333, -0.194], [-0.253, -2.450, 0.305], [1.334, -2.794, 0.718], [3.835, 0.100, 0.496], [-2.220, 0.137, 0.418], [-1.154, 0.088, -1.069]],
  "mulliken_charge": [0.681, -0.104, -0.166, -0.917, -0.365, -0.050, 0.388, 0.285, 0.248]
}

{
  "formula": "C5H7NO",
  "method": "the ωB97M-V functional and the def2-TZVPD basis",
  "multiplicity": 1,
  "homo_ev": -9.88,
  "molar_mass_da": 97.1,
  "de_lowest_kcal_mol": 61.64,
  "symbols": ["H", "N", "C", "O", "C", "C", "C", "C", "H", "H", "H", "H", "H", "H"],
  "coordinates": [[0.210, -2.033, 0.431], [0.838, -2.142, 1.230], [1.668, -1.197, 1.300], [1.827, -0.113, 0.487], [1.002, -0.002, -0.624], [-0.210, 0.503, -0.551], [-1.279, 1.072, 0.274], [-1.434, 0.925, -1.237], [2.413, -1.154, 2.093], [1.467, -0.325, -1.552], [-1.136, 2.071, 0.681], [-1.851, 0.403, 0.913], [-2.117, 0.162, -1.605], [-1.396, 1.829, -1.840]],
  "mulliken_charge": [0.309, -0.586, 0.100, -0.321, -0.726, 0.609, -0.440, -0.504, 0.376, 0.322, 0.207, 0.216, 0.210, 0.226]
}

{
  "formula": "C74H162N8O6",
  "method": "the ωB97M-V functional and the def2-TZVPD basis",
  "multiplicity": 2,
  "homo_ev": [-21.61, -21.61],
  "total_charge": 7,
  "molar_mass_da": 1260.2,
  "symbols": ["C", "C", "C", "N", "C", "C", "C", "C", "C", "C", "H", "H", "H", "H", "H", "H", "H", "H", "H", "H", "H", "H", "H", "H", "H", "H", "H", "H", "H", "H", "C", "C", "C", "N", "C", "C", "C", "C", "C", "C", "H", "H", "H", "H", "H", "H", "H", "H", "H", "H", "H", "H", "H", "H", "H", "H", "H", "H", "H", "H", "C", "C", "C", "N", "C", "C", "C", "C", "C", "C", "H", "H", "H", "H", "H", "H", "H", "H", "H", "H", "H", "H", "H", "H", "H", "H", "H", "H", "H", "H", "C", "C", "C", "N", "C", "C", "C", "C", "C", "C", "H", "H", "H", "H", "H", "H", "H", "H", "H", "H", "H", "H", "H", "H", "H", "H", "H", "H", "H", "H", "C", "C", "C", "N", "C", "C", "C", "C", "C", "C", "H", "H", "H", "H", "H", "H", "H", "H", "H", "H", "H", "H", "H", "H", "H", "H", "H", "H", "H", "H", "C", "C", "C", "N", "C", "C", "C", "C", "C", "C", "H", "H", "H", "H", "H", "H", "H", "H", "H", "H", "H", "H", "H", "H", "H", "H", "H", "H", "H", "H", "C", "C", "C", "N", "C", "C", "C", "C", "C", "C", "H", "H", "H", "H", "H", "H", "H", "H", "H", "H", "H", "H", "H", "H", "H", "H", "H", "H", "H", "H", "C", "C", "C", "N", "C", "C", "C", "C", "C", "C", "H", "H", "H", "H", "H", "H", "H", "H", "H", "H", "H", "H", "H", "H", "H", "H", "H", "H", "H", "H", "O", "C", "O", "O", "H", "O", "C", "O", "O", "H"],
  "coordinates": [[11.333, 22.848, 1.018], [10.111, 23.659, 1.393], [10.048, 25.030, 0.553], [8.980, 26.060, 0.944], [7.600, 25.611, 0.465], [7.507, 25.624, -1.097], [7.809, 27.035, -1.703], [9.147, 27.531, -1.247], [9.320, 27.437, 0.292], [8.996, 26.327, 2.470], [11.518, 22.254, 1.914], [12.204, 23.436, 0.729], [11.013, 22.260, 0.159], [10.035, 23.766, 2.475], [9.245, 23.083, 1.064], [10.055, 24.671, -0.476], [11.005, 25.537, 0.679], [7.481, 24.613, 0.886], [6.891, 26.274, 0.961], [8.124, 24.842, -1.541], [6.583, 25.224, -1.516], [7.791, 27.143, -2.788], [7.023, 27.710, -1.364], [9.878, 26.902, -1.755], [9.418, 28.553, -1.513], [10.338, 27.674, 0.601], [8.570, 28.079, 0.754], [8.320, 27.159, 2.669], [10.044, 26.442, 2.747], [8.645, 25.480, 3.060], [4.424, 25.175, 11.367], [4.903, 25.170, 9.920], [6.035, 26.199, 9.612], [6.683, 26.033, 8.228], [5.656, 26.250, 7.101], [6.178, 26.566, 5.760], [7.155, 27.792, 5.887], [8.276, 27.468, 6.828], [7.746, 27.200, 8.267], [7.376, 24.659, 8.023], [3.582, 24.484, 11.411], [4.057, 26.137, 11.726], [5.214, 24.926, 12.076], [4.061, 25.406, 9.269], [5.225, 24.141, 9.759], [6.860, 25.976, 10.290], [5.645, 27.206, 9.764], [4.934, 27.005, 7.411], [5.028, 25.360, 7.131], [5.284, 26.873, 5.217], [6.563, 25.684, 5.249], [6.666, 28.716, 6.196], [7.486, 28.086, 4.891], [9.018, 28.261, 6.922], [8.722, 26.551, 6.443], [7.289, 28.055, 8.765], [8.680, 27.040, 8.806], [6.643, 23.859, 8.130], [8.158, 24.476, 8.759], [7.809, 24.601, 7.024], [0.060, 23.276, 2.514], [1.239, 23.078, 3.404], [2.621, 23.041, 2.645], [3.886, 22.801, 3.540], [3.896, 21.306, 4.108], [5.144, 20.983, 4.914], [6.350, 21.185, 3.926], [6.429, 22.547, 3.279], [5.121, 23.090, 2.673], [3.951, 23.864, 4.668], [-0.025, 24.297, 2.142], [-0.755, 23.067, 3.207], [-0.129, 22.546, 1.727], [1.022, 22.136, 3.908], [1.302, 23.776, 4.239], [2.664, 24.056, 2.250], [2.677, 22.353, 1.801], [3.739, 20.694, 3.219], [3.043, 21.200, 4.779], [5.110, 19.913, 5.123], [5.235, 21.422, 5.908], [6.315, 20.348, 3.229], [7.219, 20.997, 4.555], [7.263, 22.591, 2.579], [6.651, 23.260, 4.073], [5.037, 22.552, 1.729], [5.192, 24.145, 2.409], [3.160, 23.525, 5.337], [3.767, 24.815, 4.168], [4.876, 23.749, 5.233], [11.952, 18.986, 6.391], [12.279, 18.053, 7.514], [13.597, 17.285, 7.192], [14.512, 16.854, 8.411], [15.098, 18.156, 9.049], [16.310, 17.844, 9.957], [17.307, 16.839, 9.387], [16.696, 15.577, 8.905], [15.628, 15.920, 7.840], [13.723, 16.134, 9.551], [12.754, 19.720, 6.317], [11.062, 19.608, 6.476], [11.636, 18.398, 5.529], [11.439, 17.386, 7.709], [12.408, 18.728, 8.359], [14.096, 17.826, 6.388], [13.205, 16.353, 6.785], [15.573, 18.748, 8.267], [14.351, 18.719, 9.608], [16.941, 18.702, 10.186], [15.881, 17.503, 10.899], [17.958, 17.263, 8.622], [18.113, 16.634, 10.092], [17.432, 14.871, 8.519], [16.280, 15.072, 9.777], [16.049, 16.580, 7.082], [15.062, 15.065, 7.469], [12.817, 16.709, 9.743], [14.432, 16.035, 10.374], [13.376, 15.177, 9.161], [11.984, 26.985, 7.254], [11.707, 25.594, 7.783], [12.640, 25.237, 8.971], [13.060, 23.776, 9.151], [11.805, 22.902, 9.507], [12.239, 21.412, 9.847], [13.282, 21.433, 11.055], [14.489, 22.347, 10.763], [14.018, 23.769, 10.362], [13.797, 23.216, 7.905], [12.060, 27.816, 7.955], [11.354, 27.269, 6.410], [12.980, 26.821, 6.844], [11.793, 24.994, 6.877], [10.665, 25.532, 8.098], [11.982, 25.543, 9.784], [13.524, 25.870, 9.051], [11.301, 23.466, 10.292], [11.125, 22.986, 8.659], [11.434, 20.686, 9.960], [12.797, 20.872, 9.082], [12.645, 21.756, 11.878], [13.565, 20.408, 11.296], [15.048, 22.445, 11.694], [15.147, 21.947, 9.992], [13.536, 24.317, 11.172], [14.880, 24.407, 10.167], [14.310, 22.270, 8.078], [14.509, 23.999, 7.646], [13.067, 23.042, 7.114], [12.857, 19.525, 2.373], [13.456, 18.164, 2.021], [12.519, 17.003, 2.036], [13.186, 15.568, 2.039], [13.767, 15.349, 3.482], [14.187, 13.865, 3.721], [12.961, 12.928, 3.483], [12.378, 13.064, 2.079], [12.079, 14.536, 1.661], [14.257, 15.408, 0.970], [13.581, 20.339, 2.360], [12.417, 19.507, 3.370], [12.065, 19.633, 1.632], [14.330, 17.898, 2.616], [13.944, 18.263, 1.052], [11.991, 16.913, 1.087], [11.860, 17.035, 2.904], [13.027, 15.710, 4.196], [14.631, 16.013, 3.463], [14.676, 13.779, 4.692], [15.039, 13.636, 3.081], [12.242, 13.145, 4.274], [13.260, 11.897, 3.669], [11.424, 12.579, 1.874], [12.913, 12.541, 1.287], [11.171, 14.838, 2.184], [11.944, 14.564, 0.580], [14.740, 14.465, 1.223], [15.007, 16.197, 0.913], [13.804, 15.404, -0.022], [4.001, 21.549, 11.784], [5.292, 20.718, 11.768], [5.689, 20.267, 10.361], [7.125, 19.696, 10.234], [7.332, 19.263, 8.805], [7.536, 20.445, 7.945], [8.613, 21.513, 8.432], [8.320, 21.922, 9.819], [8.238, 20.700, 10.707], [7.298, 18.446, 11.086], [4.096, 22.479, 11.223], [3.827, 21.738, 12.843], [3.114, 21.131, 11.309], [4.985, 19.854, 12.358], [6.069, 21.323, 12.236], [5.572, 21.143, 9.724], [4.946, 19.516, 10.090], [6.401, 18.763, 8.537], [8.174, 18.577, 8.721], [6.541, 20.887, 7.898], [7.622, 20.195, 6.887], [8.812, 22.342, 7.754], [9.533, 20.928, 8.429], [7.323, 22.348, 9.926], [8.994, 22.697, 10.185], [8.204, 20.893, 11.779], [9.107, 20.071, 10.516], [8.224, 17.931, 10.832], [6.429, 17.812, 10.907], [7.320, 18.889, 12.082], [16.107, 22.044, 1.446], [15.541, 22.740, 2.644], [15.717, 24.308, 2.685], [15.320, 25.010, 4.045], [13.889, 24.691, 4.563], [12.818, 25.386, 3.672], [13.111, 26.904, 3.538], [14.517, 27.140, 2.947], [15.600, 26.537, 3.845], [16.241, 24.554, 5.198], [15.552, 22.439, 0.595], [15.870, 20.981, 1.494], [17.158, 22.297, 1.308], [15.940, 22.318, 3.566], [14.487, 22.493, 2.770], [15.096, 24.767, 1.916], [16.758, 24.528, 2.447], [13.765, 23.611, 4.644], [13.996, 25.218, 5.511], [12.806, 24.922, 2.686], [11.796, 25.249, 4.026], [12.288, 27.366, 2.993], [12.968, 27.351, 4.522], [14.605, 26.865, 1.896], [14.728, 28.210, 2.957], [16.604, 26.681, 3.448], [15.559, 26.998, 4.832], [16.220, 25.248, 6.039], [17.203, 24.477, 4.693], [16.049, 23.535, 5.533], [8.525, 19.262, 2.491], [9.204, 18.087, 2.743], [9.636, 18.015, 3.923], [9.134, 17.090, 1.932], [8.776, 19.798, 3.246], [9.769, 21.271, 4.208], [10.312, 22.304, 4.979], [11.485, 22.086, 5.366], [9.552, 23.233, 5.299], [10.459, 20.603, 4.224]],
  "mulliken_charge": [-1.598, 0.912, -1.260, 0.463, -0.125, -1.071, -0.853, -0.558, -0.431, -0.792, -0.049, 0.427, 0.644, -0.587, 0.555, 0.356, 0.437, 0.017, 0.512, 0.371, 0.523, 0.435, 0.327, 0.299, 0.462, 0.384, 0.405, 0.779, -0.158, 0.045, -1.617, 0.484, -0.835, 0.999, -1.134, 0.166, -1.768, 0.682, -0.956, -1.356, 0.465, 0.430, 0.354, 0.304, -0.266, 0.296, 0.557, 0.585, 0.575, 0.673, -0.374, 0.472, 0.456, 0.697, -0.528, 0.509, 0.426, 0.210, 0.305, 0.169, -1.437, -0.331, -0.588, 0.528, -1.078, -0.663, 0.603, 2.063, -1.581, -1.038, 0.361, 0.399, 0.385, 0.304, 0.293, 0.390, 0.490, 0.393, 0.462, 0.727, 0.048, 0.497, -1.175, -0.192, -1.095, 0.572, 0.508, 0.539, 0.458, 0.107, -0.904, 0.545, -0.863, 0.420, -0.197, -0.807, -0.896, -0.777, -0.483, -0.947, 0.421, -0.455, 0.218, 0.569, -0.253, 0.336, 0.363, 0.383, -0.036, 0.431, 0.382, 0.330, 0.475, 0.417, 0.324, 0.382, 0.433, 0.263, 0.548, 0.345, -1.627, 2.276, -1.443, 0.451, -0.517, 0.667, -1.272, -0.699, -0.713, -0.851, 0.481, 0.170, 0.370, -0.619, -0.763, 0.352, 0.664, 0.502, 0.277, -0.016, -0.614, 0.509, 0.537, 0.511, 0.243, 0.556, 0.503, 0.443, 0.400, 0.102, -0.115, -0.803, -0.459, 0.384, -0.586, -0.929, -0.684, -0.858, -0.545, -0.920, -0.601, 0.093, 0.384, 0.435, 0.405, 0.581, 0.093, 0.330, 0.367, 0.419, 0.422, 0.313, 0.448, 0.441, 0.419, 0.313, 0.428, 0.447, 0.295, 0.377, -1.129, -0.233, -0.493, 0.202, -1.458, 0.614, 1.496, 0.596, -1.897, -0.981, -0.125, 0.465, 0.382, 0.360, 0.183, -0.132, 0.706, 0.493, 0.310, -0.314, 0.286, -0.599, -0.507, -0.427, 0.675, 0.527, 0.657, 0.400, 0.395, 0.454, -1.423, 0.185, -0.587, -0.225, -0.412, 0.905, -0.647, -1.037, -0.390, -1.029, 0.361, 0.333, 0.441, 0.282, -0.150, 0.383, 0.441, 0.097, 0.065, -0.234, 0.172, 0.401, 0.067, 0.332, 0.568, 0.439, 0.448, 0.481, 0.428, 0.369, -0.445, 0.858, -0.471, -0.273, 0.081, 1.445, -0.269, -0.811, -0.194, -0.430]
}

Number 1: calculated total energy -132234.9171 eV. Number 2: calculated total energy -16514.1727 eV. Number 3: calculated total energy -8833.5300 eV. Number 4: calculated total energy -103494.1375 eV.